(1)
Here is an isolated molecule of C5H12FNO in a non-equilibrium geometry from OMol25. Energies are from ωB97M-V/def2-TZVPD.

F_max	2.80	eV Å⁻¹
structure (SMILES)	C[C@H](CN)OCCF
E	-11632.999	eV
charge	0
2S+1	1
orbital gap	0.3959	hartree

Each line ends with the Mulliken charge.
CARTESIAN COORDINATES (ANGSTROEM)
C1 -0.022 -2.012 0.818  -1.534
C2 -0.730 -0.989 -0.034  0.598
C3 -0.227 -0.883 -1.494  -0.788
N1 -0.824 0.147 -2.478  -0.649
O1 -0.700 0.371 0.655  -0.436
C4 0.607 0.920 0.915  -0.205
C5 0.652 2.440 1.169  -0.308
F1 1.971 2.700 1.452  -0.288
H1 -0.277 -3.036 0.608  0.421
H2 -0.247 -1.904 1.820  0.424
H3 1.041 -1.932 0.553  0.336
H4 -1.781 -1.159 -0.164  0.265
H5 -0.369 -1.879 -2.086  0.398
H6 0.829 -0.558 -1.558  0.275
H7 -1.739 -0.267 -2.574  0.246
H8 -0.942 1.030 -1.919  0.279
H9 1.408 0.805 0.098  0.180
H10 0.961 0.319 1.772  0.297
H11 0.024 2.732 2.035  0.221
H12 0.366 3.155 0.415  0.269

(2)
Here is an isolated molecule of C5H11NO from OMol25. Energies are from ωB97M-V/def2-TZVPD.

F_max	0.73	eV Å⁻¹
structure (SMILES)	C/C(N)=C(/C)CO
E	-8900.287	eV
charge	0
2S+1	1
orbital gap	0.3115	hartree

Each line ends with the Mulliken charge.
CARTESIAN COORDINATES (ANGSTROEM)
C1 1.857 -0.865 -0.447  -1.453
C2 0.465 -0.381 -0.736  0.814
N1 0.033 -0.597 -2.049  -0.574
C3 -0.288 0.274 0.158  0.683
C4 -1.554 0.984 -0.240  -1.922
C5 0.090 0.280 1.627  -0.547
O1 -0.756 1.036 2.458  -0.572
H1 2.415 -0.950 -1.377  0.463
H2 2.378 -0.171 0.207  0.318
H3 1.847 -1.841 0.040  0.283
H4 0.540 -1.320 -2.534  0.230
H5 -0.970 -0.681 -2.163  0.196
H6 -2.448 0.370 -0.088  0.358
H7 -1.507 1.270 -1.287  0.465
H8 -1.659 1.891 0.354  0.475
H9 1.088 0.711 1.776  0.231
H10 0.126 -0.763 1.989  0.234
H11 -1.658 0.753 2.312  0.318

(3)
Here is a cluster of 11 separate species, H22O11 in total in a non-equilibrium geometry from OMol25. Energies are from ωB97M-V/def2-TZVPD.

F_max	14.12	eV Å⁻¹
structure (SMILES)	O.O.O.O.O.O.O.O.O.O.O
E	-22875.793	eV
charge	0
2S+1	1
orbital gap	0.3791	hartree

Each line ends with the Mulliken charge.
CARTESIAN COORDINATES (ANGSTROEM)
O1 -3.139 3.250 0.810  -0.656
H1 -2.352 2.451 0.781  0.316
H2 -3.924 2.589 0.928  0.328
O2 -0.290 -2.552 3.974  -0.638
H3 -0.642 -2.263 3.135  0.336
H4 -0.948 -2.799 4.629  0.306
O3 -0.249 1.270 0.735  -0.530
H5 0.205 1.892 1.416  0.369
H6 0.508 0.969 0.361  0.185
O4 2.431 -0.241 -0.513  -0.547
H7 3.047 -0.117 -1.124  0.240
H8 2.884 -0.817 0.122  0.304
O5 1.085 3.422 1.703  -0.688
H9 0.754 3.991 0.979  0.349
H10 2.020 3.491 1.471  0.328
O6 -0.180 0.292 -5.297  -0.598
H11 0.600 -0.039 -5.028  0.260
H12 -0.256 1.026 -4.642  0.337
O7 -0.562 0.565 -2.737  -0.559
H13 -1.231 0.595 -2.056  0.267
H14 -0.066 0.010 -2.193  0.265
O8 4.478 0.486 1.652  -0.528
H15 3.794 0.700 1.289  0.250
H16 4.577 -0.005 2.387  0.303
O9 -1.650 -1.070 1.655  -0.609
H17 -2.219 -1.628 1.260  0.261
H18 -1.506 -0.090 1.309  0.338
O10 -3.739 -1.371 -2.658  -0.596
H19 -4.101 -2.196 -2.433  0.297
H20 -4.150 -0.679 -2.192  0.303
O11 1.664 -3.416 -0.238  -0.568
H21 1.885 -4.369 -0.042  0.315
H22 1.272 -3.346 0.557  0.261

(4)
Here is a structure of composition C27H40BBr36ClIN4O5S in a non-equilibrium geometry from OMol25. Energies are from ωB97M-V/def2-TZVPD.

F_max	2.69	eV Å⁻¹
E	-2598501.266	eV
charge	+1
2S+1	1
orbital gap	0.2996	hartree

Each line ends with the Mulliken charge.
CARTESIAN COORDINATES (ANGSTROEM)
C1 -5.560 -3.272 0.169  0.160
C2 -5.404 -2.531 -1.183  -0.709
N1 -4.536 -1.365 -1.023  -0.423
I1 -5.463 0.440 -0.756  0.145
C3 -3.203 -1.380 -1.024  0.211
N2 -2.443 -0.276 -0.884  -0.370
C4 -1.175 -0.712 -0.944  -0.123
C5 -0.093 0.315 -0.825  -0.842
C6 0.262 0.858 -2.234  0.514
C7 -0.682 1.976 -2.733  -0.999
C8 -1.363 1.551 -4.032  -0.986
O1 -2.081 0.309 -3.822  -0.152
C9 -2.158 -0.453 -4.959  0.313
C10 -1.056 -1.468 -5.109  -0.295
O2 -3.030 -0.321 -5.722  -0.545
N3 -1.122 -2.043 -1.113  0.984
C11 -0.006 -2.960 -1.262  -1.089
C12 1.391 -2.352 -1.321  0.160
C13 2.329 -3.398 -1.986  -1.346
C14 2.254 -3.167 -3.502  0.098
S1 3.189 -4.384 -4.375  1.132
O3 4.513 -4.479 -3.837  -0.523
O4 2.415 -5.588 -4.467  -0.592
Cl1 3.340 -3.589 -6.252  -0.218
N4 -2.438 -2.500 -1.144  0.408
B1 -2.701 -3.988 -1.278  0.661
C15 -3.125 -4.691 -2.615  -1.123
O5 -2.508 -4.673 -0.125  -0.534
H1 -6.524 -3.002 0.602  -0.357
H2 -5.510 -4.358 0.104  0.322
H3 -4.822 -2.861 0.861  0.066
H4 -6.386 -2.159 -1.476  0.540
H5 -5.097 -3.181 -2.006  0.041
H6 0.791 -0.003 -0.274  0.434
H7 -0.535 1.131 -0.252  -0.005
H8 0.239 0.040 -2.958  -0.282
H9 1.290 1.225 -2.205  0.650
H10 -0.056 2.832 -3.000  0.278
H11 -1.424 2.263 -1.987  0.514
H12 -0.575 1.379 -4.777  0.473
H13 -2.062 2.307 -4.393  0.398
H14 -0.951 -1.999 -4.159  -0.235
H15 -1.290 -2.170 -5.906  0.453
H16 -0.133 -0.933 -5.347  0.296
H17 -0.021 -3.651 -0.410  0.229
H18 -0.128 -3.602 -2.144  0.484
H19 1.773 -2.096 -0.333  0.277
H20 1.432 -1.467 -1.962  -0.301
H21 3.350 -3.315 -1.619  0.551
H22 1.925 -4.383 -1.730  0.351
H23 2.646 -2.173 -3.720  0.167
H24 1.213 -3.228 -3.830  0.120
H25 -3.396 -3.946 -3.368  0.378
H26 -2.272 -5.261 -3.002  0.433
H27 -3.959 -5.371 -2.433  0.345
H28 -2.219 -5.582 -0.281  0.285
C16 -7.739 -1.073 2.421  0.065
Br1 -6.119 -1.000 3.448  0.104
Br2 -8.449 -2.858 2.343  -0.080
Br3 -9.034 0.219 3.003  -0.042
H29 -7.465 -0.818 1.406  -0.064
C17 5.817 -0.146 -2.897  -0.394
Br4 4.581 0.446 -1.536  -0.003
Br5 4.893 -0.781 -4.462  0.026
Br6 7.098 1.210 -3.319  0.031
H30 6.360 -0.988 -2.491  0.396
C18 -1.365 -3.696 3.792  -0.472
Br7 -2.526 -5.098 4.400  -0.030
Br8 0.416 -4.335 3.450  0.019
Br9 -2.116 -2.795 2.261  0.090
H31 -1.293 -2.969 4.589  0.428
C19 11.441 1.892 -3.113  -0.319
Br10 10.629 0.228 -2.583  -0.036
Br11 10.333 2.877 -4.346  -0.049
Br12 11.917 2.940 -1.579  0.058
H32 12.353 1.650 -3.640  0.333
C20 -6.404 3.500 3.854  0.007
Br13 -5.454 4.921 4.730  -0.040
Br14 -8.118 4.048 3.194  0.002
Br15 -5.309 2.726 2.476  0.162
H33 -6.573 2.728 4.590  -0.096
C21 12.523 4.438 2.525  -0.295
Br16 13.884 5.110 1.345  -0.027
Br17 10.777 4.549 1.727  -0.040
Br18 12.925 2.655 3.123  -0.033
H34 12.511 5.075 3.397  0.357
C22 -5.854 0.559 7.667  -0.373
Br19 -7.662 0.175 7.138  -0.022
Br20 -4.704 -0.966 7.430  -0.017
Br21 -5.174 2.108 6.750  0.052
H35 -5.868 0.790 8.723  0.366
C23 8.963 0.584 3.773  -0.340
Br22 9.960 1.520 5.125  -0.024
Br23 7.065 0.787 4.020  0.003
Br24 9.509 1.092 2.002  0.052
H36 9.185 -0.467 3.885  0.344
C24 -1.893 6.513 4.154  -0.358
Br25 -2.051 5.059 2.907  0.170
Br26 -1.370 5.889 5.897  -0.002
Br27 -0.719 7.890 3.505  -0.039
H37 -2.874 6.954 4.254  0.280
C25 -8.773 7.754 0.803  -0.359
Br28 -7.437 8.025 2.156  0.009
Br29 -8.168 6.529 -0.551  -0.001
Br30 -10.447 7.194 1.567  -0.012
H38 -8.942 8.706 0.321  0.343
C26 4.728 -3.090 2.893  -0.411
Br31 4.198 -1.926 4.324  -0.002
Br32 4.007 -4.858 3.109  -0.062
Br33 4.249 -2.356 1.179  0.161
H39 5.805 -3.171 2.923  0.363
C27 1.354 4.459 0.405  -0.328
Br34 1.639 4.895 2.251  -0.028
Br35 2.968 3.872 -0.458  -0.070
Br36 -0.067 3.167 0.194  0.006
H40 1.035 5.362 -0.094  0.422

Please write out number 2 again, unchanged.
Here is an isolated molecule of C5H11NO from OMol25. Energies are from ωB97M-V/def2-TZVPD.

F_max	0.73	eV Å⁻¹
structure (SMILES)	C/C(N)=C(/C)CO
E	-8900.287	eV
charge	0
2S+1	1
orbital gap	0.3115	hartree

Each line ends with the Mulliken charge.
CARTESIAN COORDINATES (ANGSTROEM)
C1 1.857 -0.865 -0.447  -1.453
C2 0.465 -0.381 -0.736  0.814
N1 0.033 -0.597 -2.049  -0.574
C3 -0.288 0.274 0.158  0.683
C4 -1.554 0.984 -0.240  -1.922
C5 0.090 0.280 1.627  -0.547
O1 -0.756 1.036 2.458  -0.572
H1 2.415 -0.950 -1.377  0.463
H2 2.378 -0.171 0.207  0.318
H3 1.847 -1.841 0.040  0.283
H4 0.540 -1.320 -2.534  0.230
H5 -0.970 -0.681 -2.163  0.196
H6 -2.448 0.370 -0.088  0.358
H7 -1.507 1.270 -1.287  0.465
H8 -1.659 1.891 0.354  0.475
H9 1.088 0.711 1.776  0.231
H10 0.126 -0.763 1.989  0.234
H11 -1.658 0.753 2.312  0.318

- What is the E in the second record?
  -8900.287 eV